A 2-piece molecular cluster, H2 overall, computed with ωB97M-V with the def2-TZVPD basis set.

Geometry (Å):
1 H 0.017 -0.005 0.598
2 H -0.017 0.005 -0.598

Values from the calculation:
**F_max**: 0.09710 Eh/bohr
**Gap between HOMO and LUMO**: 13.28 eV
**E**: -29.8800 eV
**E_HOMO**: -12.36 eV
**2S+1**: 1

List of Löwdin charges in e, atom by atom: 0.000, 0.000